Entry 1:
ORCA calculation (the ωB97M-V functional and the def2-TZVPD basis) on a cluster of 2 separate species, C3H8N3O in total.

Net charge = +1
Relative energy (zero: lowest compared OMol25 entry of this formula, charge and spin) = 121.9 kcal/mol
Frontier orbital gap (spin up / spin down) = 7.89 / 7.89 eV
E_HOMO (spin up / spin down) = -12.541 / -12.542 eV

Atoms and positions in Å:
C1 -1.830 -0.400 0.307
C2 -1.267 1.072 0.487
C3 0.213 -0.178 -0.643
N1 3.328 -0.012 -0.147
N2 2.460 -0.116 0.702
N3 -0.802 -1.061 -0.494
O1 0.008 0.934 -0.189
H1 -2.045 -0.782 1.344
H2 -2.619 -0.277 -0.461
H3 -1.720 1.848 -0.189
H4 -1.150 1.425 1.511
H5 0.587 -0.354 -1.710
H6 3.571 -0.759 -0.750
H7 2.115 0.575 1.196
H8 -0.849 -1.914 -0.963

Entry 2:
ORCA calculation (the ωB97M-V functional and the def2-TZVPD basis) on the molecule C4H9NS.

Relative energy (zero: lowest compared OMol25 entry of this formula, charge and spin) = 35.1 kcal/mol
Frontier orbital gap = 9.76 eV
SMILES = C[C@@H]1[C@@H](N)[C@H]1S
E_HOMO = -8.887 eV

Atoms and positions in Å:
C1 -1.503 1.274 -0.332
C2 -0.205 0.534 -0.355
C3 -0.206 -0.939 -0.193
C4 0.416 -0.132 0.915
H1 -1.374 2.268 0.117
H2 -2.292 0.739 0.178
H3 -1.867 1.332 -1.342
H4 0.566 1.030 -1.001
H5 -1.106 -1.406 -0.093
H6 1.516 -1.159 -1.023
H7 1.051 -2.498 -0.411
H8 -0.157 -0.141 1.817
H9 2.352 1.058 1.532
N1 0.678 -1.754 -0.945
S1 2.130 -0.205 1.136

Entry 3:
ORCA calculation (the ωB97M-V functional and the def2-TZVPD basis) on a structure of composition C48H43N3O2SSbSnTe.

Net charge = -1
Relative energy (zero: lowest compared OMol25 entry of this formula, charge and spin) = 0.0 kcal/mol
Frontier orbital gap = 6.22 eV
E_HOMO = -4.144 eV

Atoms and positions in Å:
Sn1 -0.086 -2.142 0.005
C1 -0.720 -3.729 -3.276
C2 -1.098 -2.318 -3.597
C3 -2.197 -2.094 -4.408
C4 -2.567 -0.820 -4.792
C5 -1.804 0.251 -4.365
C6 -0.707 0.067 -3.534
C7 0.108 1.263 -3.152
C8 -0.364 -1.228 -3.109
N1 0.619 -1.440 -2.148
C9 1.854 -0.981 -2.304
O1 2.376 -0.559 -3.337
C10 2.678 -1.023 -1.042
C11 4.031 -0.706 -1.045
C12 4.720 -0.707 0.156
C13 4.041 -1.001 1.325
C14 2.690 -1.311 1.247
N2 2.061 -1.311 0.087
C15 1.886 -1.550 2.494
O2 2.464 -1.587 3.581
N3 0.585 -1.692 2.266
C16 -0.314 -1.472 3.296
C17 -0.281 -0.275 4.034
C18 0.801 0.751 3.887
C19 -1.278 -0.032 4.967
C20 -2.286 -0.946 5.200
C21 -2.281 -2.144 4.510
C22 -1.307 -2.427 3.569
C23 -1.297 -3.761 2.894
H1 -0.937 -4.379 -4.124
H2 -1.296 -4.084 -2.424
H3 0.336 -3.807 -3.035
H4 -2.772 -2.942 -4.748
H5 -3.429 -0.666 -5.431
H6 -2.070 1.261 -4.665
H7 -0.490 2.178 -3.175
H8 0.941 1.371 -3.848
H9 0.533 1.147 -2.157
H10 4.507 -0.462 -1.982
H11 5.779 -0.485 0.179
H12 4.519 -1.010 2.292
H13 1.179 0.795 2.869
H14 1.640 0.483 4.531
H15 0.435 1.744 4.158
H16 -1.265 0.901 5.517
H17 -3.062 -0.731 5.924
H18 -3.044 -2.885 4.710
H19 -1.934 -4.470 3.418
H20 -0.283 -4.150 2.869
H21 -1.647 -3.684 1.865
S1 0.318 1.138 0.572
Sb1 0.184 3.280 -0.041
C24 -1.741 3.676 -0.927
C25 -2.701 2.700 -0.712
C26 -3.942 2.802 -1.312
C27 -4.215 3.873 -2.146
C28 -3.260 4.853 -2.352
C29 -2.024 4.766 -1.731
C30 1.857 3.983 -1.197
C31 1.735 4.847 -2.269
C32 2.860 5.229 -2.982
C33 4.106 4.742 -2.625
C34 4.225 3.859 -1.564
C35 3.100 3.479 -0.853
C36 0.212 4.515 1.711
C37 1.303 5.288 2.064
C38 1.333 5.896 3.308
C39 0.282 5.726 4.193
C40 -0.812 4.959 3.831
C41 -0.839 4.345 2.595
H22 -2.470 1.853 -0.080
H23 -4.682 2.035 -1.141
H24 -5.173 3.946 -2.639
H25 -3.466 5.687 -3.011
H26 -1.299 5.557 -1.875
H27 0.767 5.225 -2.563
H28 2.760 5.900 -3.826
H29 4.982 5.045 -3.183
H30 5.192 3.458 -1.298
H31 3.188 2.779 -0.032
H32 2.142 5.397 1.385
H33 2.195 6.480 3.599
H34 0.328 6.170 5.177
H35 -1.635 4.821 4.515
H36 -1.667 3.709 2.312
Te1 1.397 -4.491 0.047
C42 0.171 -6.233 0.019
C43 0.772 -7.442 0.346
C44 0.067 -8.628 0.267
C45 -1.257 -8.618 -0.145
C46 -1.870 -7.414 -0.446
C47 -1.161 -6.229 -0.360
H37 1.805 -7.438 0.665
H38 0.551 -9.562 0.527
H39 -1.797 -9.551 -0.239
H40 -2.904 -7.394 -0.761
H41 -1.639 -5.287 -0.586
C48 -2.228 -2.043 -0.168
H42 -2.438 -1.332 -0.986
H43 -2.580 -1.558 0.760

Entry 4:
ORCA calculation (the ωB97M-V functional and the def2-TZVPD basis) on a structure of composition C20H30N3O2PZr.

Net charge = +4
Frontier orbital gap = 7.35 eV
E_HOMO = -21.240 eV

Atoms and positions in Å:
N1 1.012 1.674 -0.920
C1 1.152 2.828 -0.905
C2 1.230 4.240 -0.728
H1 0.214 4.673 -0.763
H2 1.824 4.680 -1.543
H3 1.709 4.461 0.237
N2 2.587 -1.517 -1.241
C3 3.563 -2.155 -1.303
C4 4.746 -2.961 -1.342
H4 5.454 -2.560 -2.083
H5 4.492 -3.987 -1.648
H6 5.231 -2.978 -0.362
N3 -1.037 -1.451 -0.847
C5 -2.039 -2.038 -0.811
C6 -3.291 -2.707 -0.704
H7 -3.212 -3.500 0.054
H8 -3.576 -3.150 -1.673
H9 -4.082 -1.991 -0.420
Zr1 0.762 -0.399 -1.143
C7 0.994 -2.221 0.915
O1 1.340 -3.108 1.545
C8 2.314 0.060 1.000
O2 3.226 0.197 1.680
C9 1.456 0.841 -3.604
C10 0.057 0.911 -3.479
C11 -0.708 -0.274 -3.467
C12 -0.072 -1.527 -3.584
C13 1.324 -1.594 -3.723
C14 2.095 -0.407 -3.736
H10 2.057 1.760 -3.646
H11 -0.442 1.888 -3.445
H12 -1.808 -0.219 -3.432
H13 -0.667 -2.448 -3.625
H14 1.818 -2.564 -3.848
H15 3.176 -0.458 -3.865
C15 -3.551 0.506 0.890
C16 -2.376 1.320 1.435
P1 -0.687 0.561 1.449
C17 0.170 1.984 2.300
C18 -0.173 2.286 3.762
C19 -0.900 -0.759 2.737
C20 -1.846 -0.505 3.921
H16 -3.496 0.324 -0.194
H17 -4.464 1.094 1.062
H18 -3.715 -0.458 1.399
H19 -2.275 2.255 0.859
H20 -2.577 1.627 2.475
H21 1.252 1.820 2.182
H22 -0.074 2.862 1.683
H23 0.102 1.468 4.431
H24 0.373 3.187 4.080
H25 -1.237 2.500 3.950
H26 -1.265 -1.638 2.190
H27 0.108 -1.020 3.093
H28 -2.892 -0.296 3.660
H29 -1.875 -1.419 4.530
H30 -1.503 0.305 4.568

Entry 5:
ORCA calculation (the ωB97M-V functional and the def2-TZVPD basis) on a structure of composition C7H8O.

Relative energy (zero: lowest compared OMol25 entry of this formula, charge and spin) = 47.1 kcal/mol
Frontier orbital gap (spin up / spin down) = 7.90 / 7.07 eV
E_HOMO (spin up / spin down) = -7.561 / -9.898 eV
Multiplicity = 3
⟨S²⟩ = 2.031

Atoms and positions in Å:
C1 -1.578 1.199 -1.331
C2 -2.074 2.356 -1.446
C3 -0.877 -0.396 0.903
C4 -1.858 0.060 -0.711
C5 1.116 -0.814 -0.756
C6 0.165 0.614 1.145
C7 1.498 -0.060 0.520
O1 -1.353 -1.316 1.448
H1 -2.627 -0.747 -0.998
H2 0.715 -1.778 -0.563
H3 2.053 -1.030 -1.351
H4 0.380 -0.317 -1.386
H5 0.413 0.676 2.227
H6 -0.048 1.613 0.715
H7 2.239 0.691 0.281
H8 1.834 -0.752 1.303

Entry 6:
ORCA calculation (the ωB97M-V functional and the def2-TZVPD basis) on the molecule Cl2O2S2.

Relative energy (zero: lowest compared OMol25 entry of this formula, charge and spin) = 30.9 kcal/mol
Frontier orbital gap = 7.54 eV
E_HOMO = -9.224 eV

Atoms and positions in Å:
O1 1.744 -0.380 0.702
O2 -0.511 0.250 -0.467
S1 0.867 -0.906 -0.274
S2 -1.638 1.495 -1.075
Cl1 0.032 -2.511 0.765
Cl2 -2.795 1.545 0.509

Entry 7:
ORCA calculation (the ωB97M-V functional and the def2-TZVPD basis) on a cluster of 3 separate species, C31H55F3N3O7P in total.

Frontier orbital gap (spin up / spin down) = 9.36 / 8.93 eV
E_HOMO (spin up / spin down) = -8.643 / -8.822 eV
Multiplicity = 3
⟨S²⟩ = 2.008

Atoms and positions in Å:
N1 -0.197 -2.937 0.828
C1 -0.858 -2.027 -0.112
O1 -1.035 -2.695 -1.383
P1 -2.213 -3.834 -1.336
O2 -2.915 -3.775 -0.023
O3 -1.696 -5.333 -1.756
C2 -0.999 -5.996 -0.675
C3 -1.976 -6.645 0.392
O4 -1.812 -5.912 1.623
C4 -3.036 -5.794 2.334
C5 -2.807 -4.669 3.434
F1 -3.116 -3.425 2.933
F2 -3.521 -4.922 4.571
F3 -1.450 -4.623 3.699
O5 -3.312 -3.399 -2.504
C6 -4.569 -4.096 -2.321
C7 -5.742 -3.115 -1.847
C8 -6.271 -3.702 -0.492
C9 -7.173 -4.849 -0.542
C10 -7.632 -5.421 0.713
C11 -7.210 -4.882 1.992
C12 -6.339 -3.717 2.023
C13 -5.863 -3.117 0.790
H1 0.386 -2.384 1.460
H2 -0.867 -3.465 1.391
H3 -1.788 -1.546 0.287
H4 -0.136 -1.181 -0.294
H5 -0.455 -6.862 -1.149
H6 -0.196 -5.374 -0.196
H7 -1.796 -7.737 0.550
H8 -3.014 -6.456 -0.011
H9 -3.877 -5.461 1.661
H10 -3.298 -6.753 2.870
H11 -4.843 -4.537 -3.323
H12 -4.467 -4.967 -1.627
H13 -5.250 -2.117 -1.707
H14 -6.520 -3.117 -2.648
H15 -7.496 -5.291 -1.508
H16 -8.310 -6.305 0.694
H17 -7.542 -5.349 2.945
H18 -6.004 -3.296 3.001
H19 -5.168 -2.243 0.784
C14 4.933 0.195 -3.096
C15 3.477 0.072 -2.589
C16 2.606 -0.528 -3.702
C17 2.352 0.450 -4.843
C18 1.761 1.752 -4.317
C19 2.564 2.386 -3.166
N2 2.971 1.398 -2.118
O6 1.917 1.167 -1.344
C20 3.820 3.094 -3.720
C21 1.725 3.547 -2.596
C22 3.584 -0.945 -1.437
H20 5.391 -0.792 -3.191
H21 5.019 0.642 -4.084
H22 5.544 0.773 -2.398
H23 1.641 -0.846 -3.290
H24 3.076 -1.431 -4.100
H25 3.274 0.646 -5.399
H26 1.658 0.000 -5.559
H27 1.673 2.464 -5.143
H28 0.738 1.549 -3.980
H29 4.457 3.452 -2.907
H30 3.542 3.965 -4.317
H31 4.421 2.472 -4.380
H32 0.734 3.225 -2.269
H33 1.563 4.312 -3.358
H34 2.229 4.022 -1.752
H35 4.197 -0.550 -0.622
H36 4.050 -1.870 -1.782
H37 2.611 -1.225 -1.029
C23 3.444 5.789 4.312
C24 3.123 6.126 2.838
C25 1.808 6.918 2.778
C26 0.585 6.054 3.069
C27 0.550 4.843 2.142
C28 1.856 4.030 2.123
N3 3.077 4.883 2.012
O7 3.203 5.242 0.741
C29 1.954 3.151 3.389
C30 1.749 3.000 0.980
C31 4.282 7.052 2.422
H38 3.735 6.689 4.858
H39 2.600 5.384 4.866
H40 4.275 5.083 4.380
H41 1.689 7.371 1.787
H42 1.838 7.750 3.488
H43 0.576 5.734 4.115
H44 -0.322 6.648 2.926
H45 -0.285 4.197 2.430
H46 0.323 5.197 1.130
H47 2.926 2.654 3.445
H48 1.193 2.368 3.377
H49 1.793 3.695 4.317
H50 1.550 3.465 0.018
H51 0.925 2.307 1.159
H52 2.663 2.409 0.892
H53 5.237 6.520 2.450
H54 4.358 7.903 3.103
H55 4.151 7.469 1.422

Entry 8:
ORCA calculation (the ωB97M-V functional and the def2-TZVPD basis) on a structure of composition C38H33KN4O2P2.

Relative energy (zero: lowest compared OMol25 entry of this formula, charge and spin) = 6.9 kcal/mol
Frontier orbital gap = 7.44 eV
E_HOMO = -7.115 eV

Atoms and positions in Å:
K1 1.529 -0.324 -1.101
O1 4.340 1.116 3.438
C1 4.339 -0.194 3.829
C2 4.694 -0.554 5.125
C3 4.638 -1.879 5.526
C4 4.209 -2.854 4.638
C5 3.852 -2.484 3.351
C6 3.932 -1.166 2.918
C7 3.535 -0.857 1.499
O2 2.391 -1.232 1.136
N1 4.496 -0.256 0.799
N2 4.095 0.022 -0.470
C8 4.965 0.564 -1.230
C9 4.608 0.938 -2.604
C10 5.565 1.534 -3.426
C11 5.222 1.913 -4.710
C12 3.927 1.688 -5.151
C13 3.041 1.086 -4.271
N3 3.353 0.715 -3.034
H1 4.694 1.649 4.157
H2 5.008 0.215 5.824
H3 4.922 -2.143 6.537
H4 4.157 -3.890 4.944
H5 3.510 -3.228 2.641
H6 5.974 0.773 -0.873
H7 6.565 1.693 -3.045
H8 5.954 2.378 -5.357
H9 3.606 1.970 -6.144
H10 2.020 0.888 -4.584
C14 -3.061 0.085 0.759
N4 -2.152 0.002 -0.387
P1 -1.738 -1.508 -1.081
C15 -3.300 -2.042 -1.876
C16 -4.357 -1.167 -2.101
C17 -5.496 -1.596 -2.773
C18 -5.586 -2.901 -3.228
C19 -4.531 -3.780 -3.015
C20 -3.396 -3.352 -2.348
C21 -1.681 -2.584 0.397
C22 -2.769 -3.275 0.931
C23 -2.627 -4.001 2.103
C24 -1.403 -4.034 2.763
C25 -0.314 -3.352 2.241
C26 -0.454 -2.645 1.055
P2 -1.401 1.368 -1.081
C27 -0.431 2.075 0.301
C28 0.077 1.235 1.291
C29 1.028 1.694 2.195
C30 1.467 3.006 2.129
C31 0.956 3.857 1.157
C32 0.025 3.394 0.242
C33 -2.785 2.549 -1.270
C34 -3.456 2.519 -2.493
C35 -4.562 3.327 -2.716
C36 -4.998 4.190 -1.720
C37 -4.327 4.242 -0.506
C38 -3.228 3.426 -0.282
H11 -2.545 -0.133 1.696
H12 -3.877 -0.630 0.644
H13 -3.496 1.082 0.821
H14 -4.294 -0.145 -1.749
H15 -6.314 -0.905 -2.936
H16 -6.474 -3.237 -3.749
H17 -4.595 -4.800 -3.372
H18 -2.575 -4.043 -2.184
H19 -3.729 -3.244 0.429
H20 -3.475 -4.538 2.509
H21 -1.301 -4.593 3.684
H22 0.645 -3.363 2.742
H23 0.414 -2.134 0.656
H24 -0.240 0.199 1.350
H25 1.441 1.010 2.925
H26 2.222 3.358 2.819
H27 1.301 4.882 1.096
H28 -0.341 4.060 -0.532
H29 -3.106 1.854 -3.275
H30 -5.075 3.291 -3.668
H31 -5.856 4.827 -1.892
H32 -4.663 4.918 0.270
H33 -2.709 3.474 0.668

Entry 9:
ORCA calculation (the ωB97M-V functional and the def2-TZVPD basis) on the molecule C3H6N2O3.

Relative energy (zero: lowest compared OMol25 entry of this formula, charge and spin) = 54.8 kcal/mol
Frontier orbital gap = 9.95 eV
SMILES = [H]/N=C(/N)[C@@H](O)C(=O)O
E_HOMO = -9.654 eV

Atoms and positions in Å:
C1 -1.082 -0.293 -0.094
C2 0.055 0.555 -0.689
C3 1.364 -0.099 -0.104
H1 -1.759 -1.949 0.211
H2 -0.236 -2.002 -0.474
H3 -2.262 1.140 0.103
H4 0.099 0.697 -1.769
H5 0.702 2.032 0.525
H6 2.413 0.028 1.503
N1 -0.787 -1.583 0.225
N2 -2.169 0.150 0.436
O1 -0.003 1.895 -0.347
O2 1.681 0.520 1.005
O3 1.984 -1.092 -0.533

Entry 10:
ORCA calculation (the ωB97M-V functional and the def2-TZVPD basis) on a structure of composition C42H32Cl3N7NiO2S3.

Net charge = -2
Frontier orbital gap (spin up / spin down) = 5.16 / 5.26 eV
E_HOMO (spin up / spin down) = -1.935 / -2.038 eV
Multiplicity = 3
⟨S²⟩ = 2.007

Atoms and positions in Å:
Ni1 0.007 -0.086 -0.289
C1 -1.539 -3.332 2.305
C2 -1.446 -2.208 1.297
N1 -0.414 -1.435 1.268
N2 0.557 -1.741 2.233
C3 1.766 -1.374 1.941
S1 2.407 -0.497 0.625
S2 2.994 -1.814 3.182
C4 2.154 -3.106 4.129
C5 2.103 -4.490 3.518
C6 2.124 -4.719 2.144
C7 1.963 -6.004 1.635
C8 1.797 -7.082 2.497
C9 1.803 -6.870 3.869
C10 1.953 -5.582 4.371
C11 -2.557 -2.046 0.341
C12 -3.399 -3.146 0.102
C13 -4.477 -3.090 -0.758
C14 -4.751 -1.879 -1.407
C15 -3.950 -0.780 -1.210
C16 -2.797 -0.816 -0.365
O1 -2.066 0.225 -0.233
H1 -1.095 -3.018 3.247
H2 -0.976 -4.205 1.963
H3 -2.575 -3.621 2.469
H4 1.138 -2.745 4.296
H5 2.669 -3.143 5.091
H6 2.251 -3.890 1.457
H7 1.937 -6.160 0.563
H8 1.659 -8.080 2.095
H9 1.681 -7.705 4.552
H10 1.938 -5.418 5.446
H11 -3.177 -4.091 0.584
H12 -5.082 -3.970 -0.940
H13 -5.595 -1.814 -2.087
H14 -4.138 0.156 -1.724
C17 0.451 1.182 -1.764
C18 0.745 1.937 -2.687
C19 1.087 2.783 -3.789
C20 1.460 2.246 -5.035
C21 1.792 3.065 -6.104
C22 1.765 4.450 -5.974
C23 1.400 5.001 -4.750
C24 1.068 4.184 -3.678
H15 1.481 1.168 -5.138
H16 2.076 2.619 -7.052
H17 2.025 5.089 -6.811
H18 1.374 6.080 -4.631
H19 0.787 4.619 -2.726
N3 0.097 -1.749 -1.500
C25 -0.135 -2.814 -1.900
N4 -0.409 -3.984 -2.397
C26 0.080 -5.150 -2.094
N5 0.471 -6.234 -1.887
Cl1 -4.607 7.310 2.902
C27 -3.546 6.114 3.589
C28 -3.901 4.787 3.570
C29 -3.048 3.852 4.135
C30 -1.825 4.207 4.702
C31 -0.862 3.194 5.320
C32 0.379 2.916 4.445
N6 0.174 2.674 3.032
C33 -0.081 3.611 2.035
C34 -0.197 2.897 0.880
N7 0.005 1.564 1.137
C35 0.221 1.461 2.415
O2 -1.531 2.038 5.807
C36 -1.763 0.926 4.930
C37 -2.902 0.154 5.515
C38 -3.938 -0.338 4.793
Cl2 -4.199 -0.138 3.121
S3 -5.069 -1.189 5.763
C39 -4.157 -0.875 7.179
C40 -3.044 -0.153 6.906
C41 -1.522 5.559 4.711
Cl3 -0.031 6.131 5.423
C42 -2.358 6.519 4.164
H20 -4.831 4.477 3.111
H21 -3.355 2.822 4.127
H22 -0.471 3.664 6.222
H23 0.892 2.046 4.855
H24 1.045 3.769 4.557
H25 -0.139 4.669 2.240
H26 -0.384 3.233 -0.129
H27 0.448 0.539 2.935
H28 -0.876 0.294 4.853
H29 -2.012 1.239 3.922
H30 -4.503 -1.242 8.134
H31 -2.331 0.169 7.655
H32 -2.081 7.564 4.186

Which calculated total energy belongs to each record? In order, -358.20220 -610.69780 -3290.45893 -1481.73506 -346.46342 -1867.14293 -2546.01936 -3120.06114 -453.11377 -6236.95157 a.u..